Computed, not measured: a single C5H10O molecule in a non-equilibrium geometry, with ωB97M-V with the def2-TZVPD basis set.

Geometry as XYZ:
```
16
Properties=species:S:1:pos:R:3:lowdin_charge:R:1
O -1.00 0.56 2.44 -0.050
C -0.09 -0.14 1.59 -0.258
C -0.09 0.41 0.20 -0.362
C 1.18 -0.08 -0.49 -0.157
C 0.33 0.00 -1.84 -0.153
C -0.95 -0.04 -0.98 -0.144
H -1.35 -0.02 3.13 0.087
H 1.08 -0.09 1.64 0.136
H -0.31 -1.21 1.65 0.121
H -0.07 1.51 0.26 0.154
H 1.40 -1.13 -0.26 0.112
H 2.08 0.53 -0.35 0.108
H 0.45 0.96 -2.36 0.101
H 0.46 -0.82 -2.56 0.092
H -1.31 -1.07 -0.85 0.110
H -1.80 0.61 -1.22 0.103
```

Output
* LUMO: 0.95 eV
* frontier orbital gap: 10.85 eV
* SMILES string: OCC1CCC1
* electronic energy: -271.68650 a.u.